1.
{"formula": "C9H9N3", "method": "wB97M-V/def2-TZVPD", "homo_lumo_gap_ev": 8.9, "smiles": "Cc1[nH]cnc1-c1ccncc1", "spin_multiplicity": 1, "largest_force_ev_per_a": 2.3, "charge": 0, "homo_energy_ev": -8.3, "e_above_lowest_kcal_mol": 16.8, "symbols": ["C", "C", "N", "C", "N", "C", "C", "C", "C", "N", "C", "C", "H", "H", "H", "H", "H", "H", "H", "H", "H"], "positions_angstrom": [[-1.81699, 2.13771, 0.31217], [-1.83431, 0.66823, 0.02129], [-2.96033, -0.05901, 0.00463], [-2.67958, -1.36631, -0.12328], [-1.37807, -1.58038, -0.17918], [-0.84551, -0.32246, -0.13329], [0.63832, -0.11450, -0.05370], [1.30795, 1.09572, -0.24451], [2.70964, 1.11044, -0.25666], [3.48261, 0.04546, 0.02657], [2.81608, -1.06395, 0.27048], [1.43119, -1.23845, 0.20476], [-1.66005, 2.71748, -0.60546], [-2.77843, 2.41480, 0.73076], [-0.94070, 2.41116, 0.91382], [-3.87231, 0.32582, 0.21536], [-3.48004, -2.09735, -0.25264], [0.76631, 2.04858, -0.42781], [3.19708, 2.07037, -0.45513], [3.42602, -1.95740, 0.56376], [0.97199, -2.21453, 0.36950]], "forces_ev_per_a": [[0.7, -0.3, -0.9], [2.0, -0.9, 0.0], [-1.9, 0.5, 0.3], [0.1, -1.1, -0.2], [-1.0, 0.5, -0.4], [1.1, 1.8, 0.8], [-0.7, -0.9, -0.2], [0.1, 0.6, -0.3], [-0.4, 0.2, 0.4], [-0.5, 1.2, -0.3], [0.0, -2.1, 0.5], [0.3, 0.5, 0.0], [-0.3, -0.1, 0.0], [0.1, 0.3, 0.4], [-0.6, -0.2, 0.4], [0.1, -0.2, -0.3], [0.5, 0.2, 0.3], [0.5, -0.9, 0.0], [0.1, -0.4, 0.0], [-0.5, 0.9, -0.4], [0.2, 0.4, -0.1]], "mulliken_charge": [-1.431, 0.261, -0.058, -0.319, -0.626, 0.400, 0.790, -0.281, -0.378, -0.629, -0.186, -0.426, 0.310, 0.346, 0.363, 0.200, 0.399, 0.237, 0.326, 0.300, 0.402]}

***

2.
{"formula": "C28H20N5O5PZn", "method": "wB97M-V/def2-TZVPD", "homo_lumo_gap_ev": 7.1, "spin_multiplicity": 1, "largest_force_ev_per_a": 4.3, "charge": 0, "homo_energy_ev": -8.4, "symbols": ["Zn", "O", "N", "C", "C", "C", "C", "C", "C", "C", "P", "C", "C", "C", "C", "C", "C", "C", "C", "C", "C", "C", "C", "H", "H", "H", "H", "H", "H", "H", "H", "H", "H", "H", "H", "H", "H", "H", "H", "O", "C", "O", "C", "C", "C", "C", "C", "C", "N", "O", "O", "H", "H", "H", "H", "N", "C", "N", "C", "N"], "positions_angstrom": [[0.02999, -1.22094, 1.21742], [-0.17961, -3.71818, -0.18712], [-0.98218, -2.59708, -0.10047], [-2.17665, -2.77001, -0.54328], [-3.05358, -1.75597, -1.00998], [-4.21105, -2.18024, -1.71203], [-5.06706, -1.28323, -2.32439], [-4.79052, 0.08633, -2.27390], [-3.68909, 0.55694, -1.55000], [-2.83052, -0.33383, -0.92392], [-1.42412, 0.32978, -0.00737], [-0.58652, 1.46646, -1.16103], [0.28650, 0.90525, -2.08929], [1.08365, 1.69690, -2.91675], [1.06200, 3.07388, -2.76050], [0.20269, 3.64539, -1.81780], [-0.64787, 2.85301, -1.02934], [-2.11570, 1.38598, 1.26813], [-1.20675, 2.19600, 1.97903], [-1.63769, 3.00669, 3.02428], [-2.97341, 2.96834, 3.42576], [-3.88826, 2.17955, 2.72810], [-3.42856, 1.35261, 1.68876], [0.77050, -3.37632, -0.22769], [-2.53321, -3.77760, -0.74047], [-4.49654, -3.24503, -1.65988], [-5.90681, -1.68997, -2.86534], [-5.47266, 0.77801, -2.76326], [-3.52213, 1.61037, -1.48998], [0.31306, -0.18623, -2.07208], [1.76787, 1.19796, -3.60917], [1.73737, 3.69990, -3.34712], [0.12081, 4.70664, -1.76591], [-1.29049, 3.32866, -0.30268], [-0.15678, 2.20819, 1.67788], [-0.93112, 3.73590, 3.43748], [-3.33401, 3.59128, 4.26558], [-4.95792, 2.19329, 2.96033], [-4.12536, 0.68170, 1.19513], [2.15993, -2.62146, 0.40155], [2.48481, -1.41223, 0.27190], [1.69363, -0.40408, 0.60923], [3.82982, -1.09760, -0.31196], [4.37309, 0.22224, -0.28332], [5.62851, 0.49824, -0.85588], [6.44552, -0.54808, -1.31235], [5.90134, -1.85414, -1.20871], [4.61991, -2.15277, -0.74195], [6.74491, -2.96327, -1.60431], [6.34523, -4.11004, -1.35650], [7.86128, -2.68313, -2.11529], [3.79771, 1.04182, 0.19833], [5.97142, 1.53395, -0.86152], [7.39638, -0.34340, -1.79177], [4.23016, -3.18083, -0.71144], [-2.53873, -1.46547, 6.98956], [-1.65625, -1.52343, 6.19376], [-0.54331, -1.45938, 5.51113], [-0.46814, -1.42015, 4.22556], [-0.03547, -1.35716, 3.13687]], "forces_ev_per_a": [[-0.2, 0.2, 0.0], [0.0, -0.3, -0.1], [0.6, -0.5, -0.5], [1.4, -1.2, 0.5], [-1.9, 2.7, -0.5], [0.4, -0.5, 1.1], [0.6, 0.4, 0.0], [-0.2, -0.3, 0.1], [-0.7, -1.0, -0.5], [-0.1, -1.3, -0.1], [0.3, 0.5, 0.2], [0.1, 0.4, 0.3], [-0.2, -0.3, 0.2], [0.1, -0.8, 0.3], [-0.1, 0.2, 0.2], [-0.5, -0.9, -0.3], [0.7, 0.3, -0.6], [0.4, 0.5, 0.8], [-0.1, 0.1, -0.1], [0.2, 0.1, -0.4], [-0.7, 0.5, 0.1], [0.4, -0.3, -0.1], [-0.8, 0.3, 0.1], [-1.0, -0.1, 0.7], [0.4, -0.2, -0.2], [0.4, 0.6, -0.3], [-0.2, 0.2, 0.0], [0.2, 0.0, 0.1], [0.2, 0.5, 0.1], [0.4, 0.2, -0.5], [-0.2, 0.3, 0.2], [-0.3, -0.1, 0.1], [0.1, 0.6, 0.2], [-0.1, 0.0, 0.0], [-0.2, 0.1, 0.1], [-0.3, -0.5, 0.2], [0.3, -0.4, -0.6], [0.5, -0.1, 0.1], [-0.1, 0.2, 0.0], [-0.1, 1.4, -0.2], [-1.2, 0.7, 0.4], [1.9, -2.0, -0.8], [0.6, 1.3, 0.7], [-0.4, -0.3, -0.2], [-0.3, -0.5, 0.6], [-1.6, -0.3, 0.1], [0.1, 0.9, -0.1], [0.3, 0.1, -0.3], [2.0, -1.3, -0.4], [0.8, 1.7, -0.7], [-2.4, -0.8, 0.9], [0.3, -0.8, -0.6], [0.0, -0.4, -0.1], [-0.1, -0.3, 0.3], [0.4, 0.6, 0.0], [2.3, -0.4, -2.5], [-3.0, 0.6, 3.1], [0.2, -0.2, -1.9], [1.1, 0.0, 1.6], [-0.9, -0.1, -0.7]], "mulliken_charge": [0.418, -0.498, 0.259, -0.702, 0.676, -0.896, -0.652, -0.775, -0.103, 0.180, 1.319, 0.314, -0.281, -0.643, -0.531, -0.773, -0.099, 0.223, -0.664, -0.786, -0.443, -0.661, -0.496, 0.474, 0.339, 0.313, 0.416, 0.395, 0.482, 0.337, 0.415, 0.388, 0.434, 0.502, 0.574, 0.391, 0.358, 0.394, 0.397, -0.854, 0.755, -0.706, 0.362, -0.503, -0.542, -0.525, -0.008, -0.221, 0.976, -0.570, -0.603, 0.328, 0.387, 0.482, 0.550, -0.548, 0.461, -0.563, 0.881, -0.533]}

***

3.
{"formula": "C2H3NO3P", "method": "wB97M-V/def2-TZVPD", "homo_lumo_gap_ev": 6.9, "smiles": "N=C=C([O-])OPO", "spin_multiplicity": 1, "largest_force_ev_per_a": 3.7, "charge": -1, "homo_energy_ev": -2.7, "e_above_lowest_kcal_mol": 106.7, "symbols": ["N", "C", "C", "O", "O", "P", "O", "H", "H", "H"], "positions_angstrom": [[-1.16171, -0.41808, 2.63088], [-0.75358, -0.08905, 1.51774], [-0.82447, -0.08079, 0.21126], [-1.57825, 0.52831, -0.56244], [0.57812, -0.57197, -0.30846], [1.26196, 0.64367, -0.96747], [1.90480, -0.23929, -2.31037], [-0.96100, 0.31480, 3.37842], [0.03375, 1.05574, -1.48291], [1.50038, -1.14334, -2.10664]], "forces_ev_per_a": [[-0.5, 0.0, 2.7], [-0.1, 0.9, 0.7], [0.6, 0.1, -1.4], [-0.3, -0.7, -0.2], [-2.1, -2.3, 2.0], [2.4, 1.4, -2.2], [-0.9, -1.0, 1.1], [0.1, -1.0, -1.0], [0.1, 1.0, -1.0], [0.7, 1.6, -0.7]], "mulliken_charge": [-0.673, 0.498, 0.073, -0.688, -0.368, 0.054, -0.514, 0.211, 0.068, 0.339]}

***

4.
{"formula": "C30H30N2O4P2S2W", "method": "wB97M-V/def2-TZVPD", "homo_lumo_gap_ev": [6.6, 6.9], "spin_multiplicity": 2, "largest_force_ev_per_a": 0.4, "charge": 3, "homo_energy_ev": [-17.3, -17.2], "e_above_lowest_kcal_mol": 0.0, "symbols": ["W", "N", "C", "C", "C", "C", "C", "C", "P", "C", "C", "C", "C", "C", "C", "C", "C", "C", "C", "C", "C", "H", "H", "H", "H", "H", "H", "H", "H", "H", "H", "H", "H", "H", "H", "H", "H", "C", "C", "O", "P", "S", "S", "O", "C", "C", "H", "H", "H", "H", "H", "H", "H", "H", "H", "H", "O", "C", "N", "C", "O", "C", "C", "C", "C", "C", "C", "H", "H", "H", "H"], "positions_angstrom": [[0.03125, -0.30349, -0.11993], [2.26619, -0.56050, -0.61184], [3.14322, 0.61236, -0.76232], [4.51632, 0.47878, -0.74146], [5.30157, 1.61574, -0.91240], [4.71943, 2.86142, -1.11014], [3.33925, 2.99069, -1.13818], [2.55308, 1.85525, -0.96547], [0.77466, 1.86062, -0.95993], [-0.01183, 3.43518, -0.78492], [-0.07067, 4.05263, 0.46769], [-0.61070, 5.32149, 0.56660], [-1.08589, 5.96790, -0.56963], [-1.02055, 5.35445, -1.81556], [-0.48178, 4.08512, -1.93227], [0.13955, 0.89878, -2.35009], [-1.26344, 0.80782, -2.50391], [-1.79633, 0.04117, -3.52963], [-0.95248, -0.59700, -4.42584], [0.43718, -0.46693, -4.32144], [0.98218, 0.26876, -3.29602], [2.62705, -1.12552, 0.16884], [2.39848, -1.14636, -1.43745], [4.97940, -0.48817, -0.58354], [6.37897, 1.52342, -0.88615], [5.34490, 3.73379, -1.24021], [2.87720, 3.95875, -1.28697], [0.30335, 3.55185, 1.35238], [-0.66180, 5.81094, 1.52940], [-1.50719, 6.96049, -0.48295], [-1.38357, 5.86798, -2.69516], [-0.42161, 3.61139, -2.90452], [-1.92115, 1.37573, -1.85474], [-2.86967, -0.02139, -3.64899], [-1.37173, -1.17851, -5.23685], [1.07874, -0.93194, -5.05795], [2.05613, 0.40451, -3.23380], [-3.39381, -5.16015, -3.19350], [-3.57705, -4.41443, -1.90487], [-2.50294, -3.36070, -1.82708], [-1.69729, -2.90079, -0.60928], [-2.24010, -1.05017, 0.11138], [0.20783, -2.46319, -1.19111], [-1.76225, -4.01141, 0.45817], [-1.70832, -3.90504, 1.93284], [-3.10383, -3.97232, 2.48997], [-4.18721, -5.90479, -3.27053], [-2.43847, -5.68170, -3.21944], [-3.47534, -4.49446, -4.05086], [-3.46467, -5.04784, -1.02914], [-4.51319, -3.86451, -1.85910], [-1.20516, -2.96887, 2.18048], [-1.08683, -4.74341, 2.23283], [-3.70193, -3.11976, 2.16578], [-3.05592, -3.95869, 3.57913], [-3.59559, -4.89605, 2.18944], [-0.89151, 0.93847, 1.47529], [-0.07042, 0.44768, 2.29460], [0.82083, -0.38916, 1.66825], [1.80481, -0.84108, 2.61680], [2.75346, -1.48750, 2.28923], [1.35314, -0.27238, 3.91435], [1.89958, -0.41912, 5.16658], [1.26733, 0.24924, 6.22046], [0.13481, 1.03324, 6.01774], [-0.41968, 1.18843, 4.75093], [0.20317, 0.52440, 3.70668], [2.78072, -1.02480, 5.33106], [1.66880, 0.15654, 7.22097], [-0.31993, 1.53107, 6.86336], [-1.30077, 1.79606, 4.59401]], "forces_ev_per_a": [[0.3, 0.0, -0.2], [0.1, 0.0, 0.0], [0.0, 0.1, 0.0], [0.0, 0.0, 0.0], [0.0, 0.0, 0.0], [0.0, 0.0, 0.0], [0.0, 0.0, 0.0], [-0.1, 0.0, 0.0], [0.0, 0.0, -0.1], [0.0, 0.0, -0.1], [0.0, -0.1, 0.0], [0.0, 0.0, 0.0], [0.0, 0.0, 0.0], [0.0, 0.0, 0.0], [0.0, 0.0, 0.0], [0.0, 0.1, -0.1], [0.0, -0.1, 0.1], [0.0, 0.0, -0.1], [0.0, 0.0, 0.0], [0.0, 0.0, 0.0], [0.0, 0.0, 0.0], [-0.1, 0.0, 0.0], [0.0, 0.0, 0.0], [0.0, 0.0, 0.0], [0.0, 0.0, 0.0], [0.0, 0.0, 0.0], [0.0, 0.0, 0.0], [0.0, 0.0, 0.0], [0.0, 0.0, 0.0], [0.0, 0.0, 0.0], [0.0, 0.0, 0.0], [0.0, 0.0, 0.0], [0.0, 0.0, 0.0], [0.0, 0.0, 0.0], [0.0, 0.0, 0.0], [0.0, 0.0, 0.0], [0.0, 0.0, 0.0], [0.0, 0.0, 0.0], [-0.1, 0.0, 0.0], [0.1, 0.0, 0.0], [0.0, 0.2, 0.1], [-0.1, -0.3, -0.1], [-0.1, -0.1, -0.1], [-0.1, 0.0, -0.1], [0.0, 0.0, 0.0], [0.0, 0.0, 0.0], [0.0, 0.0, 0.0], [0.0, 0.0, 0.0], [0.0, 0.0, 0.0], [0.0, 0.0, 0.0], [0.0, 0.0, 0.0], [0.0, 0.0, 0.0], [0.0, 0.0, 0.0], [0.0, 0.0, 0.0], [0.0, 0.0, 0.0], [0.0, 0.0, 0.0], [0.0, 0.1, 0.2], [0.0, 0.0, -0.1], [-0.2, 0.1, 0.3], [0.2, 0.0, -0.2], [0.0, 0.0, 0.1], [-0.1, 0.1, 0.0], [0.0, 0.0, 0.0], [0.0, 0.0, 0.0], [0.0, 0.0, 0.0], [0.0, 0.0, 0.0], [0.1, 0.0, 0.1], [0.0, 0.0, 0.0], [0.0, 0.0, 0.0], [0.0, 0.0, 0.0], [0.0, 0.0, 0.0]], "mulliken_spin": [0.882, -0.007, 0.003, -0.001, -0.002, 0.001, -0.001, -0.029, 0.037, 0.003, -0.006, 0.001, 0.000, 0.001, 0.000, 0.032, -0.015, 0.023, 0.001, -0.006, 0.016, 0.001, 0.003, 0.000, 0.000, 0.000, 0.000, 0.000, 0.000, 0.000, 0.000, -0.001, -0.002, 0.000, 0.000, -0.002, 0.001, 0.000, 0.000, 0.000, 0.018, 0.017, 0.045, 0.000, 0.002, 0.000, 0.000, 0.000, 0.000, 0.000, 0.000, -0.001, 0.000, 0.000, 0.000, 0.000, -0.017, 0.006, -0.010, 0.003, 0.004, 0.002, 0.001, -0.002, 0.000, 0.001, -0.003, 0.000, 0.000, 0.000, 0.000]}

***

5.
{"formula": "C4H4I2O", "method": "wB97M-V/def2-TZVPD", "homo_lumo_gap_ev": [7.4, 7.5], "spin_multiplicity": 1, "largest_force_ev_per_a": 3.7, "charge": 0, "homo_energy_ev": [-7.9, -7.8], "e_above_lowest_kcal_mol": 68.5, "symbols": ["C", "C", "C", "C", "O", "I", "I", "H", "H", "H", "H"], "positions_angstrom": [[-0.52507, 0.34854, 0.72739], [0.54847, -0.39753, 0.68423], [0.52954, -0.40413, -2.00008], [1.77657, 0.07125, 0.09023], [-0.56162, -0.17066, -1.76870], [2.28122, 2.15219, 0.17088], [3.43695, -1.20830, 0.06686], [-1.38624, -0.20832, 1.09074], [-0.73943, 1.38008, 0.57261], [0.47926, -1.35137, 1.09520], [1.04435, -0.60672, -3.02279]], "forces_ev_per_a": [[-2.7, -0.6, 1.2], [2.3, 2.1, -0.1], [3.7, 0.4, -0.4], [-0.6, -0.6, -1.4], [-2.3, 0.2, -0.2], [-0.3, -0.8, -0.2], [-0.1, 0.1, 0.1], [-0.2, 0.3, 0.1], [0.6, 0.6, -0.5], [0.2, -1.8, 0.1], [-0.5, 0.1, 1.3]], "mulliken_charge": [-0.871, -0.043, 0.162, -0.417, -0.223, 0.108, 0.111, 0.240, 0.311, 0.332, 0.290]}

***

6.
{"formula": "C3H8N2", "method": "wB97M-V/def2-TZVPD", "homo_lumo_gap_ev": 9.6, "spin_multiplicity": 1, "largest_force_ev_per_a": 5.2, "charge": 0, "homo_energy_ev": -8.6, "e_above_lowest_kcal_mol": 94.8, "symbols": ["C", "C", "C", "H", "H", "H", "H", "H", "H", "H", "H", "N", "N"], "positions_angstrom": [[0.50864, -0.50420, 0.33155], [-0.94303, -0.58671, 0.67806], [-0.28806, 0.80566, 0.48033], [2.20918, -0.94639, -0.90743], [0.52451, -2.00213, -1.28221], [1.29470, -0.74420, 1.08678], [-0.96740, -0.71695, 1.77725], [-1.56873, -1.01660, -0.03453], [-0.04278, 1.39538, 1.41216], [-1.36984, 2.07033, -0.68024], [0.28150, 1.72109, -1.12361], [1.00533, -0.85901, -0.98139], [-0.64401, 1.38375, -0.75671]], "forces_ev_per_a": [[1.4, 0.3, 0.3], [2.8, 1.5, 3.1], [-0.3, -1.9, 0.8], [-4.8, -0.1, -0.4], [2.4, 4.5, 1.2], [-1.2, 0.4, -0.1], [-1.0, -0.8, -0.9], [-1.3, -0.3, -0.8], [-0.5, -0.5, -1.1], [0.1, 0.5, -0.1], [-1.9, 0.2, -0.3], [2.0, -4.3, -1.3], [2.4, 0.5, -0.6]], "mulliken_charge": [0.188, -0.833, -0.234, 0.270, 0.254, 0.236, 0.198, 0.416, 0.250, 0.201, 0.245, -0.683, -0.509]}

***

7.
{"formula": "C6H10N2O2S", "method": "wB97M-V/def2-TZVPD", "homo_lumo_gap_ev": 9.0, "spin_multiplicity": 1, "largest_force_ev_per_a": 1.0, "charge": 0, "homo_energy_ev": -8.7, "e_above_lowest_kcal_mol": 77.0, "symbols": ["C", "C", "C", "C", "C", "C", "N", "N", "O", "O", "S", "H", "H", "H", "H", "H", "H", "H", "H", "H", "H"], "positions_angstrom": [[2.73397, -0.93475, -0.05355], [1.42007, -1.01783, 0.23597], [3.08450, 0.46522, -0.27634], [0.56802, -2.17964, 0.58472], [-2.65174, 1.86694, 0.84865], [-0.41044, 0.49774, 0.46752], [1.88528, 1.12693, -0.12594], [0.85741, 0.25581, 0.20974], [4.14116, 0.99473, -0.53824], [-2.60015, -0.24925, -1.90454], [-0.90521, 2.11693, 0.41209], [3.44063, -1.73773, -0.11055], [0.98618, -3.09454, 0.17733], [-0.43694, -2.01835, 0.20439], [0.50304, -2.27570, 1.66728], [-2.84877, 0.80438, 0.78072], [-3.26099, 2.42136, 0.14233], [-2.81941, 2.23526, 1.85664], [-2.00298, -0.65398, -2.53726], [1.73713, 2.12459, -0.12211], [-3.42075, -0.74809, -1.91885]], "forces_ev_per_a": [[-0.4, -0.2, 0.1], [0.8, -0.6, -0.1], [-0.1, 0.0, 0.0], [0.0, 0.0, -0.1], [0.3, 0.3, 0.0], [-0.1, 0.2, 0.2], [-0.1, 0.7, -0.1], [-0.2, 0.3, 0.0], [0.2, 0.1, 0.0], [0.0, 0.3, 0.2], [-0.2, -0.3, 0.0], [0.1, -0.2, 0.0], [0.1, -0.1, 0.0], [0.0, -0.1, 0.0], [-0.1, 0.0, 0.1], [0.0, -0.1, 0.0], [-0.1, 0.0, 0.0], [-0.1, 0.0, 0.0], [-0.1, -0.1, -0.1], [0.0, -0.2, 0.0], [0.1, -0.1, -0.2]], "mulliken_charge": [-0.803, 0.600, 0.517, -1.128, -0.773, -0.357, -0.263, 0.498, -0.660, -0.573, -0.038, 0.431, 0.359, 0.306, 0.251, 0.255, 0.316, 0.329, 0.290, 0.144, 0.298]}